[1]
Formula: C25H44FN2O15
Source: the Open Molecules 2025 dataset
Level of theory: ωB97M-V/def2-TZVPD

Positions of all 87 atoms, in Å:
F 0.30850 0.29025 -0.48118
C -1.54585 3.98883 1.54031
C -0.31465 3.18235 1.76834
C 0.82990 3.50181 0.80208
O 1.96105 3.58558 1.58757
C 1.55072 3.56836 2.92006
O 2.29020 3.65281 3.90541
O 0.28982 3.39231 3.05919
H -1.22862 4.97946 1.31442
H -2.14811 3.88143 2.41582
H -2.14758 3.65774 0.71515
H -0.60657 2.08871 1.61830
H 0.65911 4.43466 0.26077
H 1.11059 2.70577 0.13519
C -0.84775 -4.24778 0.19006
C -1.56853 -2.98000 -0.04506
C -1.61680 -2.32926 -1.44359
O -2.94875 -2.52904 -1.86775
C -3.65473 -2.94126 -0.89146
O -4.84354 -3.15761 -0.96078
O -2.90937 -3.25394 0.14600
H -1.50751 -5.14817 0.05582
H -0.53871 -4.35707 1.21239
H -0.11105 -4.45353 -0.52792
H -1.05344 -2.15874 0.56779
H -0.94443 -2.82861 -2.14912
H -1.50797 -1.23890 -1.38096
C 2.38488 -2.43379 -0.49794
O 2.86994 -2.27762 -1.82410
C 4.01022 -2.87396 -2.13380
O 4.56410 -3.85783 -1.28878
O 4.47915 -2.51950 -3.29145
C 5.80603 -2.98017 -3.70324
H 3.09336 -1.98415 0.15582
H 2.27306 -3.50905 -0.12934
H 1.51354 -1.80170 -0.40687
H 5.79093 -4.01753 -3.85705
H 6.59347 -2.69517 -3.04500
H 6.23781 -2.59971 -4.64185
C -6.15906 4.00209 0.94414
O -4.86693 3.45264 0.75131
C -4.74461 2.43278 -0.05140
O -5.87323 1.79952 -0.67878
O -3.48689 2.03953 -0.30938
C -3.15800 0.95096 -1.13802
H -6.73675 4.07340 0.02192
H -6.12740 5.10174 1.17623
H -6.77281 3.56174 1.76202
H -3.60992 0.09452 -0.72828
H -2.11742 0.82243 -1.47055
H -3.62532 1.08774 -2.08496
C -2.32742 -1.10116 6.59485
O -1.67041 -0.95030 5.36339
C -2.44071 -0.96427 4.31293
O -3.83790 -1.04172 4.34582
O -1.74081 -0.70914 3.13204
C -2.45995 -0.16579 1.99720
H -3.19118 -1.77497 6.51853
H -2.63445 -0.16619 6.97320
H -1.67923 -1.56874 7.25903
H -1.87661 -0.22191 1.05862
H -2.65356 0.88903 2.22600
H -3.42767 -0.67468 1.94303
C -0.35338 -0.97243 -4.27496
C 1.06506 -1.06858 -3.77380
C 1.89207 0.21555 -3.70967
C 1.81797 1.00554 -4.96115
N 1.83108 1.65135 -5.95386
H -0.92482 -1.88323 -4.15757
H -0.42134 -0.78494 -5.34809
H -0.97370 -0.28048 -3.69264
H 1.59378 -1.86019 -4.29511
H 0.78491 -1.51918 -2.80721
H 2.94551 -0.10878 -3.46677
H 1.51781 0.83273 -2.84000
C 4.33340 1.61948 2.15068
C 3.68030 0.65302 1.16599
C 3.80904 0.98695 -0.30744
C 4.98187 0.38876 -0.93135
N 5.89045 -0.16530 -1.43381
H 5.39227 1.65486 1.99265
H 4.31150 1.19438 3.15226
H 3.94973 2.61708 2.15667
H 2.66999 0.66030 1.49086
H 4.07221 -0.31534 1.36399
H 3.89879 2.11306 -0.30414
H 2.88132 0.66015 -0.93762

## Properties
orbital gap: 9.09 eV
molecular weight: 631.6 g mol⁻¹
HOMO energy: -6.82 eV
energy: -2316.855453 hartree
maximum force: 9.414 eV/Å
charge: -1


[2]
Formula: C25H44IN4OSSb2SiTl
Source: the Open Molecules 2025 dataset
Level of theory: ωB97M-V/def2-TZVPD

Positions of all 80 atoms, in Å:
Tl 0.23712 -0.67065 -0.48098
C 0.67181 -2.89041 3.55335
Sb 0.56358 -0.73643 3.85986
C 1.29905 -0.77822 5.85252
C 2.44268 -0.42882 2.82544
C 2.94621 0.95957 2.67235
C 2.29098 2.02088 3.31966
C 2.82863 3.27774 3.27156
C 3.89793 3.48034 2.41034
C 4.59746 2.44749 1.78252
C 4.11095 1.14059 1.87859
C 4.76972 0.05850 1.06608
Sb 3.99513 -0.02599 -0.98297
C 4.92097 -1.91432 -1.34969
C 5.62232 1.00669 -1.83751
H -0.32526 -3.36090 3.54300
H 1.27711 -3.35793 4.38162
H 1.18324 -3.15102 2.60491
H 2.09677 -1.55086 5.91271
H 0.43545 -1.05132 6.47913
H 1.66874 0.17921 6.18052
H 2.30036 -0.93467 1.88496
H 3.19227 -0.91708 3.44856
H 1.41403 1.78656 3.87090
H 2.30424 4.10816 3.74702
H 4.25367 4.50222 2.27443
H 5.40657 2.64150 1.07709
H 4.61909 -0.97424 1.39262
H 5.79713 0.35176 1.06970
H 5.99725 -1.77570 -1.33655
H 4.72578 -2.25018 -2.38874
H 4.54976 -2.64086 -0.61995
H 6.53685 0.35354 -1.71543
H 5.72699 1.97794 -1.34480
H 5.44377 1.17954 -2.91328
I 0.26636 6.33495 0.90183
C 1.13742 4.75046 -0.00352
C 0.95791 3.39546 0.20243
N 1.81033 2.82583 -0.67166
N 2.52700 3.68203 -1.39601
C 2.09802 4.88601 -1.01586
H 0.30834 2.83572 0.85451
H 1.96374 1.86047 -0.83400
H 2.40898 5.72707 -1.62516
C -0.69394 -1.67161 -3.97670
Si 0.47136 -0.35168 -3.16207
C 2.02443 -0.34604 -4.29516
C -0.24847 1.33410 -3.50413
H -0.81661 -1.64335 -5.07261
H -1.66741 -1.77069 -3.47374
H -0.25858 -2.67370 -3.85545
H 1.64678 -0.47537 -5.28295
H 2.72161 -1.18364 -4.03548
H 2.48302 0.61147 -4.09525
H -0.02842 1.71152 -4.52041
H -0.02096 2.12049 -2.72310
H -1.31289 1.17189 -3.37695
C -4.67190 -2.48472 -2.07409
N -5.64607 -2.00400 -1.13468
C -5.70410 -2.77664 0.11351
C -7.00342 -2.40536 0.82284
C -7.22649 -0.91679 0.86488
N -7.28088 -0.42762 -0.50271
C -7.85091 0.86675 -0.76497
C -6.31797 -0.86903 -1.40248
O -6.10902 -0.24847 -2.43802
H -4.95777 -3.53574 -2.24266
H -3.68653 -2.49341 -1.64814
H -4.57198 -1.91257 -2.97158
H -4.85208 -2.53668 0.79736
H -5.69933 -3.87291 -0.09524
H -6.95156 -2.81029 1.84663
H -7.85163 -2.82562 0.26922
H -6.45080 -0.34595 1.38136
H -8.17444 -0.61169 1.32654
H -8.89394 0.86384 -0.49155
H -7.65444 1.03098 -1.82323
H -7.41056 1.65272 -0.14055
S 2.14458 -3.82112 0.25808
C 1.24488 -2.70970 -0.37862

## Properties
orbital gap (spin up / spin down): 4.95 / 5.44 eV
molecular weight: 1051.6 g mol⁻¹
HOMO energy (spin up / spin down): -2.84 / -3.33 eV
energy: -2911.499419 hartree
maximum force: 2.276 eV/Å
multiplicity: 2
expectation value of S²: 0.756
energy relative to the best compared isomer or geometry (same formula, charge and spin): 0.162 eV
charge: -1


[3]
Formula: C25H44IrO2P2
Source: the Open Molecules 2025 dataset
Level of theory: ωB97M-V/def2-TZVPD

Positions of all 74 atoms, in Å:
Ir 0.03206 -0.23593 1.34661
C -0.73505 -1.76427 2.69150
C 0.66378 -1.95090 2.26400
C 0.62226 -0.58139 4.16519
C -0.71020 -0.93769 3.88496
C 1.47164 -1.14328 3.17187
C -1.87837 -2.61064 2.26104
H -1.65897 -3.12539 1.32522
H -2.78252 -2.00214 2.15113
H -2.07840 -3.37430 3.02074
C -1.88654 -0.61488 4.71594
H -2.81036 -0.80478 4.16203
H -1.87781 0.43780 5.02567
H -1.90225 -1.23007 5.62575
C 1.05523 0.22917 5.32624
H 0.74647 -0.24365 6.26842
H 0.60665 1.23460 5.28012
H 2.14380 0.33923 5.33771
C 2.95427 -1.11939 3.19287
H 3.32272 -1.71896 4.03564
H 3.34284 -0.10242 3.32974
H 3.37787 -1.55753 2.28229
C 1.16460 -3.14583 1.51842
H 1.46107 -3.95278 2.20338
H 2.04325 -2.87249 0.92602
H 0.37972 -3.54141 0.86946
C -1.82565 0.74191 -3.86985
C -1.89010 -0.57648 -4.13196
C -1.02238 -1.26272 -5.14727
C 0.40788 -0.68258 -5.33111
C 1.11695 -0.13054 -4.12679
C 1.19357 1.18712 -3.85427
C 0.25983 2.22098 -4.42729
C -1.17201 1.72800 -4.78355
H -1.51511 -1.24213 -6.14096
H 0.39076 0.05965 -6.14824
H -0.93075 -2.32596 -4.87335
H -1.16263 1.33529 -5.81294
H -2.43653 1.18320 -3.06973
H -2.70310 -1.19434 -3.71338
H -1.81801 2.62167 -4.79682
H 0.18493 3.05237 -3.70692
H 2.01628 1.58824 -3.24142
H 0.69461 2.65359 -5.35043
H 1.02870 -1.52076 -5.69703
H 1.73173 -0.85997 -3.58573
P -1.23152 -0.06119 -0.44192
P 1.54946 1.21316 0.59355
C -0.47968 1.36998 -1.32463
C 0.55752 2.20448 -0.59151
H -1.29035 2.02473 -1.66905
H -0.04453 0.90291 -2.21198
H 1.24801 2.67504 -1.30623
H 0.05842 3.00133 -0.02002
C 2.15603 2.27333 1.88900
H 2.91780 1.74637 2.47491
H 1.32601 2.56192 2.56100
H 2.58897 3.17086 1.43032
C 2.95235 0.43691 -0.24036
H 3.31169 1.09558 -1.04731
H 2.65746 -0.53916 -0.65520
H 3.74927 0.28568 0.50675
C -2.97392 0.30111 -0.20440
H -3.41063 -0.46571 0.44914
H -3.50184 0.32294 -1.16817
H -3.05637 1.27123 0.30626
C -0.92959 -1.61397 -1.31614
H 0.04188 -2.03390 -1.00581
H -0.92343 -1.45767 -2.40462
H -1.73250 -2.31661 -1.06045
O -0.23372 2.50100 3.65481
C -1.28152 2.36739 2.98004
O -1.51080 1.53156 2.03125
H -2.13121 3.04355 3.21789

## Properties
orbital gap (spin up / spin down): 7.22 / 4.13 eV
molecular weight: 630.8 g mol⁻¹
HOMO energy (spin up / spin down): -12.31 / -13.98 eV
energy: -1915.725230 hartree
maximum force: 2.879 eV/Å
multiplicity: 6
expectation value of S²: 8.766
energy relative to the best compared isomer or geometry (same formula, charge and spin): 0.000 eV
charge: +2